No. 1
An isolated molecule of C7H11N in a non-equilibrium geometry. Source: the OMol25 dataset; level of theory: ωB97M-V/def2-TZVPD.

Each line ends with the Mulliken charge.
Element x y z (Å)
C: 0.6109 0.2488 -0.5625  0.577
C: 1.6302 -0.8923 -0.4076  -0.918
C: 0.1822 -1.2000 -0.5291  -0.238
C: -0.6750 -1.4103 0.8262  -0.928
C: -0.7981 0.0386 1.4211  -0.027
C: -1.4526 1.0251 0.5664  -0.791
C: 0.1033 0.9226 0.5168  -0.706
H: 1.3039 1.7827 -1.6630  0.295
H: -0.1885 1.3573 -2.1263  0.288
H: 2.2048 -0.8493 0.4844  0.315
H: 2.0794 -0.9882 -1.4309  0.332
H: -0.1562 -1.7792 -1.4416  0.308
H: -0.2469 -2.1609 1.4996  0.362
H: -1.6806 -1.6111 0.6329  0.372
H: -0.6481 0.2494 2.5276  0.322
H: -1.7520 1.9122 1.0096  0.377
H: -1.9487 0.7108 -0.4286  0.207
H: 0.7118 1.6475 0.9718  0.496
N: 0.7202 0.9962 -1.8667  -0.643

Summary:
- LUMO level: 1.17 eV
- Relative energy (zero: lowest compared OMol25 entry of this formula, charge and spin): 280.4 kJ/mol
- Kohn-Sham gap: 9.9897 eV
- Electronic energy: -8924.822 eV
- Strongest force on any atom: 6.026 eV/Å
- SMILES: N[C@]12C[C@H]1C[C@@H]1C[C@@H]12



No. 2
A structure of composition B4F16MnNO3 in a non-equilibrium geometry. Source: the OMol25 dataset; level of theory: ωB97M-V/def2-TZVPD.

Each line ends with the Löwdin spin population.
Element x y z (Å)
Mn: -0.0898 -0.5288 -0.0745  4.951
N: 1.8779 -3.1170 2.6949  0.000
O: 2.9209 -2.5176 2.5575  0.000
O: 1.8020 -4.0914 3.4094  0.001
O: 0.9702 -2.6560 1.9977  0.009
B: 2.0411 -1.4214 -2.7199  0.000
F: 2.5431 -2.7340 -2.6908  0.000
F: 2.4073 -0.7341 -3.8402  0.000
F: 0.6716 -1.4865 -2.7366  0.007
F: 2.3520 -0.6762 -1.5746  0.008
B: -3.4522 -0.9872 1.2583  0.000
F: -2.8842 -1.3585 0.0607  0.007
F: -3.5855 -1.9998 2.1305  0.000
F: -2.5510 -0.1472 1.8212  0.004
F: -4.5742 -0.3382 1.2689  0.000
B: 1.6106 2.7609 2.4054  0.000
F: 1.4741 1.9175 3.4883  0.000
F: 0.8617 3.8113 2.6553  0.000
F: 2.8765 3.1497 2.2051  0.000
F: 1.1449 2.0370 1.2960  0.004
B: -1.6907 2.2496 -3.1610  0.000
F: -2.3103 1.1957 -3.7573  0.000
F: -1.2921 1.7983 -1.8477  0.005
F: -0.6189 2.5531 -3.9670  0.000
F: -2.5049 3.3208 -2.8797  0.000

Summary:
- LUMO level (alpha / beta): 4.44 / 4.43 eV
- Relative energy (zero: lowest compared OMol25 entry of this formula, charge and spin): 466.0 kJ/mol
- Kohn-Sham gap (alpha / beta): 5.7263 / 5.6966 eV
- Electronic energy: -85158.476 eV
- Strongest force on any atom: 5.305 eV/Å
- Multiplicity: 6
- Net charge: -3



No. 3
A structure of composition C6H17GaN2P. Source: the OMol25 dataset; level of theory: ωB97M-V/def2-TZVPD.

Each line ends with the Mulliken charge.
Element x y z (Å)
C: -0.3726 2.3810 -1.1039  -0.924
C: -0.0366 1.1900 -2.0006  -0.661
P: 0.8028 -0.2831 -1.2134  -0.110
C: -0.5154 -0.7238 0.0204  -0.875
Ga: 2.4376 0.7422 0.2251  0.125
C: 3.9603 -0.5744 0.4722  -1.049
N: 1.5788 1.1588 1.9210  -0.597
H: -1.1163 3.0393 -1.5692  0.341
H: 0.5226 2.9701 -0.8916  0.195
H: -0.7694 2.0543 -0.1400  0.230
H: 0.6434 1.5078 -2.8003  0.351
H: -0.9392 0.8182 -2.5018  0.380
H: -0.0920 -1.4881 0.6829  0.391
H: -0.8066 0.1109 0.6625  0.409
H: -1.4052 -1.1420 -0.4621  -0.095
H: 2.9377 2.1223 -0.4592  -0.272
H: 4.0046 -0.9937 1.4838  0.277
H: 4.9214 -0.0878 0.2741  0.241
H: 3.8594 -1.4104 -0.2288  0.295
H: 1.8615 0.5488 2.6805  0.174
H: 1.7664 2.1020 2.2415  0.163
C: -3.9202 -2.3708 0.9409  -0.715
C: -3.7927 -2.3177 -0.5099  0.301
N: -3.6872 -2.2177 -1.6487  -0.373
H: -2.9308 -2.2889 1.3899  0.270
H: -4.5316 -1.5393 1.2864  0.240
H: -4.3805 -3.3082 1.2482  0.288

Summary:
- LUMO level: 2.84 eV
- Kohn-Sham gap: 6.0736 eV
- Electronic energy: -71143.517 eV
- Strongest force on any atom: 0.333 eV/Å
- Net charge: -1



No. 4
The ion C5H11N2O with charge +1 in a non-equilibrium geometry. Source: the OMol25 dataset; level of theory: ωB97M-V/def2-TZVPD.

Each line ends with the Mulliken charge.
Element x y z (Å)
C: -0.3015 0.6157 -0.8678  -0.951
C: 0.3957 -0.2752 -1.8862  -0.400
C: -0.0051 -0.0531 0.4217  1.616
C: 1.0081 0.7575 1.3385  -1.420
C: 0.5644 -1.4813 0.0621  -0.705
N: -2.1566 -0.4799 0.7634  -0.174
N: -1.0541 -0.3591 1.2855  -0.192
O: 0.3208 -1.5563 -1.3213  -0.369
H: -0.0696 1.6830 -0.8985  0.374
H: -1.3729 0.5731 -1.0861  0.220
H: -0.0008 -0.2165 -2.9096  0.397
H: 1.4368 -0.0334 -1.8427  0.339
H: 0.7410 0.6680 2.4473  0.374
H: 0.8966 1.8290 1.1109  0.335
H: 2.0910 0.6043 1.1708  0.358
H: 0.0857 -2.3763 0.5996  0.377
H: 1.6394 -1.3373 0.3879  0.298
H: -2.2317 -0.4750 -0.3254  0.251
H: -2.9633 -0.8505 1.2055  0.274

Summary:
- LUMO level (alpha / beta): -5.83 / -5.83 eV
- Relative energy (zero: lowest compared OMol25 entry of this formula, charge and spin): 415.2 kJ/mol
- Kohn-Sham gap (alpha / beta): 8.7378 / 8.7385 eV
- Electronic energy: -10381.302 eV
- Strongest force on any atom: 3.835 eV/Å
- SMILES: C[C@@]1(N=[NH2+])CCOC1
- Net charge: +1



No. 5
The ion C4H11N2O with charge +1 in a non-equilibrium geometry. Source: the OMol25 dataset; level of theory: ωB97M-V/def2-TZVPD.

Each line ends with the Mulliken charge.
Element x y z (Å)
N: -1.9977 -0.5920 1.4490  -0.247
C: -1.0116 -1.0306 0.4092  -0.783
C: -0.2263 0.2413 0.0834  0.780
N: 0.9326 0.1272 -0.5470  0.052
C: 1.5110 -1.1664 -0.8747  -0.997
C: 1.5504 1.3712 -1.0534  -0.959
O: -0.7696 1.3025 0.3877  -0.714
H: -2.0594 0.4397 1.2738  0.340
H: -2.9213 -1.0070 1.3273  0.359
H: -1.6706 -0.7363 2.4017  0.337
H: -0.4923 -1.9110 0.7478  0.384
H: -1.6019 -1.3088 -0.4605  0.292
H: 0.9043 -1.7659 -1.5420  0.346
H: 1.6951 -1.7496 0.0201  0.384
H: 2.4852 -1.0045 -1.3152  0.376
H: 2.1517 1.0874 -1.9159  0.383
H: 2.2849 1.7363 -0.3252  0.320
H: 0.7670 2.0913 -1.2278  0.345

Summary:
- LUMO level: -3.52 eV
- Relative energy (zero: lowest compared OMol25 entry of this formula, charge and spin): 98.6 kJ/mol
- Kohn-Sham gap: 10.1968 eV
- Electronic energy: -9347.835 eV
- Strongest force on any atom: 1.385 eV/Å
- SMILES: CN(C)C(=O)C[NH3+]
- Net charge: +1